# 1
Density functional theory data (the ωB97M-V functional and the def2-TZVPD basis) for a cluster of 2 separate species, C3H9OP in total.

```
! RIJCOSX wB97M-V def2-TZVPD def2/J DEFGRID3
* xyz 0 1
C 1.852 1.568 0.871
C 1.500 -0.595 -0.817
C -2.775 -0.340 -0.736
O 0.315 -0.457 1.680
P 0.461 0.510 0.346
H 1.834 1.747 1.912
H 2.319 2.134 0.094
H 2.492 -0.743 -0.441
H 1.143 -1.523 -0.890
H 1.496 -0.173 -1.802
H -2.174 0.512 -0.829
H -2.156 -1.214 -0.600
H -3.672 -0.389 -0.231
H -0.521 -0.407 2.212
*
```

ΔE to the lowest compared entry with this formula, charge and spin = 441.62 kJ/mol
Strongest force on any atom = 4.2 eV/A
HOMO (spin up / spin down) = -8.80 / -7.80 eV
DFT total energy = -536.13626 a.u.
E_LUMO (spin up / spin down) = -0.16 / -0.04 eV


# 2
Density functional theory data (the ωB97M-V functional and the def2-TZVPD basis) for a cluster of 2 separate species, C3H9OS in total.

```
! RIJCOSX wB97M-V def2-TZVPD def2/J DEFGRID3
* xyz -1 1
C -0.726 -1.806 1.258
O -0.933 -1.256 0.048
H -0.277 -2.813 1.251
H -1.644 -1.968 1.899
H -0.067 -1.185 1.932
C 1.361 0.147 -1.189
S 1.105 1.955 -1.028
C -0.527 1.881 -0.216
H 2.402 0.028 -1.469
H 1.078 -0.366 -0.284
H 0.736 -0.178 -2.018
H -0.377 2.042 0.842
H -0.956 0.882 -0.362
H -1.177 2.638 -0.664
*
```

ΔE to the lowest compared entry with this formula, charge and spin = 206.11 kJ/mol
Strongest force on any atom = 1.2 eV/A
HOMO = -2.43 eV
DFT total energy = -593.09438 a.u.
E_LUMO = 3.50 eV


# 3
Density functional theory data (the ωB97M-V functional and the def2-TZVPD basis) for a cluster of 2 separate species, C3H9OS in total.

```
! RIJCOSX wB97M-V def2-TZVPD def2/J DEFGRID3
* xyz -1 1
C -2.888 -0.188 0.997
S -1.313 -1.160 1.206
H -2.939 0.282 -0.046
H -3.794 -0.877 1.111
H -3.121 0.596 1.750
C 1.907 0.724 -0.251
O 0.569 0.888 0.357
C 1.699 -0.390 -1.192
H 2.271 1.738 -0.450
H 2.685 0.270 0.511
H -0.062 0.128 0.228
H 0.641 -0.279 -1.643
H 2.487 -0.494 -2.081
H 1.859 -1.237 -0.497
*
```

ΔE to the lowest compared entry with this formula, charge and spin = 198.25 kJ/mol
Strongest force on any atom = 3.6 eV/A
HOMO = -2.45 eV
DFT total energy = -593.09738 a.u.
E_LUMO = 3.97 eV


# 4
Density functional theory data (the ωB97M-V functional and the def2-TZVPD basis) for a cluster of 2 separate species, C3H9OS in total.

```
! RIJCOSX wB97M-V def2-TZVPD def2/J DEFGRID3
* xyz -1 1
C -1.909 -0.557 2.106
S -1.738 1.327 2.036
H -2.793 -0.906 1.547
H -1.964 -0.959 3.137
H -0.918 -0.949 1.725
C 1.095 0.305 -0.612
O -0.314 0.474 -0.585
C 1.462 -0.077 -2.051
H 1.343 -0.365 0.231
H 1.669 1.203 -0.285
H -0.767 1.120 0.039
H 2.210 -0.883 -2.056
H 2.007 0.719 -2.605
H 0.618 -0.453 -2.628
*
```

ΔE to the lowest compared entry with this formula, charge and spin = 123.51 kJ/mol
Strongest force on any atom = 1.8 eV/A
HOMO = -2.51 eV
DFT total energy = -593.12584 a.u.
E_LUMO = 3.85 eV


# 5
Density functional theory data (the ωB97M-V functional and the def2-TZVPD basis) for a cluster of 2 separate species, C3H9OS in total.

```
! RIJCOSX wB97M-V def2-TZVPD def2/J DEFGRID3
* xyz 0 2
C -2.538 -0.227 0.260
S -2.547 1.272 1.202
H -3.524 -0.478 -0.115
H -1.785 -0.282 -0.527
H -2.315 -1.052 0.907
C 1.019 0.392 -0.546
O 0.464 1.018 0.614
C 2.207 -0.559 -0.180
H 0.201 0.105 -1.238
H 1.590 1.238 -1.069
H -0.452 0.987 0.910
H 2.465 -0.269 0.896
H 2.057 -1.627 -0.256
H 3.157 -0.519 -0.859
*
```

ΔE to the lowest compared entry with this formula, charge and spin = 133.57 kJ/mol
Strongest force on any atom = 2.3 eV/A
HOMO (spin up / spin down) = -9.73 / -9.37 eV
DFT total energy = -593.02759 a.u.
E_LUMO (spin up / spin down) = 0.83 / -2.31 eV


# 6
Density functional theory data (the ωB97M-V functional and the def2-TZVPD basis) for a cluster of 2 separate species, C3H9OS in total.

```
! RIJCOSX wB97M-V def2-TZVPD def2/J DEFGRID3
* xyz 0 2
C 0.293 0.240 -2.574
O -0.100 -1.079 -2.224
H -0.317 0.976 -2.035
H 1.340 0.463 -2.271
H 0.191 0.334 -3.661
C -1.326 1.212 0.937
C 0.140 0.895 1.165
S 0.552 -0.762 1.550
H -1.898 1.328 1.871
H -1.862 0.447 0.365
H -1.525 2.201 0.494
H 0.597 1.194 0.183
H 0.593 1.649 1.823
H 0.320 -1.299 -1.387
*
```

ΔE to the lowest compared entry with this formula, charge and spin = 77.52 kJ/mol
Strongest force on any atom = 2.3 eV/A
HOMO (spin up / spin down) = -9.54 / -9.15 eV
DFT total energy = -593.04894 a.u.
E_LUMO (spin up / spin down) = 0.85 / -2.21 eV